ORCA calculation (the ωB97M-V functional and the def2-TZVPD basis) on a structure of composition C21H26F4GaN3PSe.

The geometry in XYZ format:
```
57
C21H26F4GaN3PSe (the ωB97M-V functional and the def2-TZVPD basis)
Ga 0.0538 0.6110 -0.3401
C 0.4049 3.4169 1.5126
C -0.3306 2.2464 2.1409
N 0.0972 0.8806 1.6915
C -0.6965 -0.1345 2.4597
C -2.1997 0.0112 2.3461
C 1.5406 0.6223 1.9776
C 2.4896 1.1773 0.9258
N 1.9208 0.9318 -0.3973
C 2.6499 1.2594 -1.5267
C 2.0852 1.0455 -2.7868
F 0.8192 0.5284 -2.8222
C 2.7163 1.3187 -3.9769
F 2.0686 1.0663 -5.1159
C 3.9947 1.8373 -3.9905
C 4.5844 2.0602 -2.7656
F 5.8192 2.5564 -2.7087
C 3.9453 1.7890 -1.5659
F 4.6228 2.0516 -0.4341
H -0.1694 4.3191 1.7199
H 1.3998 3.5634 1.9271
H 0.4798 3.3284 0.4270
H -0.2180 2.2645 3.2300
H -1.3893 2.3288 1.9140
H -0.3870 -1.1183 2.0991
H -0.3822 -0.0645 3.5057
H -2.5217 0.1274 1.3112
H -2.6652 -0.8942 2.7343
H -2.5867 0.8560 2.9110
H 1.7845 1.0117 2.9690
H 1.6544 -0.4625 2.0073
H 2.6896 2.2352 1.0865
H 3.4382 0.6525 1.0567
H 4.5091 2.0580 -4.9136
C -0.4324 -2.0721 -2.5604
P -0.3705 -1.7306 -0.7849
C 0.9616 -2.7707 -0.1432
C -1.9407 -2.3123 -0.1308
C -2.0188 -3.3097 0.8358
C -3.2571 -3.6867 1.3378
C -4.4107 -3.0646 0.8834
C -4.3353 -2.0699 -0.0843
C -3.1044 -1.6930 -0.5934
H -0.7340 -3.1097 -2.7045
H 0.5450 -1.9009 -3.0066
H -1.1538 -1.4142 -3.0429
H 0.7916 -3.8152 -0.4050
H 1.0496 -2.6829 0.9397
H 1.8955 -2.4292 -0.5907
H -1.1262 -3.8091 1.1930
H -3.3181 -4.4688 2.0826
H -5.3733 -3.3576 1.2802
H -5.2352 -1.5874 -0.4404
H -3.0517 -0.9113 -1.3427
Se -1.4919 1.9096 -1.6273
C -2.6796 2.2831 -0.2721
N -3.4311 2.5223 0.5676
```

Summary:
HOMO-LUMO gap: 0.3130 Ha
net charge: +1